Entry 1:
Entry from the OMol25 dataset: C36H25Br2F5IrN2O4 as an isolated structure (ωB97M-V/def2-TZVPD).

Structure (XYZ):
```
75
Properties=species:S:1:pos:R:3:forces:R:3
Ir 0.10524 0.27632 -0.62080 -0.72 -0.08 -0.09
C 0.70477 0.49974 -4.72478 -0.02 0.02 -0.01
C 0.87827 -0.46883 -3.59071 0.01 -0.02 -0.06
C 2.13605 -0.96245 -3.25855 -0.04 0.01 0.01
C 2.30629 -1.87951 -2.22588 -0.04 0.00 0.03
C 1.21427 -2.30981 -1.49403 -0.03 -0.14 -0.07
C -0.07602 -1.85499 -1.82144 0.23 -0.01 0.06
C -0.23568 -0.94315 -2.87964 0.24 0.00 0.12
H 1.41080 1.32646 -4.64475 0.02 0.01 0.00
H -0.30215 0.91241 -4.73959 -0.01 0.01 0.00
H 0.88623 0.00653 -5.68071 0.00 0.00 -0.01
H 2.99458 -0.63383 -3.83105 0.03 0.01 -0.02
H 3.29258 -2.26086 -1.99869 0.03 -0.01 0.01
H 1.33479 -3.02383 -0.69021 0.01 -0.01 0.03
H -0.94369 -2.29935 -1.34936 0.01 0.08 0.05
H -1.23138 -0.65942 -3.19846 -0.01 0.09 0.07
Br -1.79564 3.95765 -3.93457 -0.01 0.00 -0.04
C -1.31401 4.18370 -2.16248 0.00 0.10 0.06
C -1.42879 5.42113 -1.54923 0.02 -0.05 0.01
C -1.08769 5.59552 -0.21778 0.00 -0.07 -0.06
Br -1.28296 7.27965 0.53393 0.00 0.04 0.02
C -0.59296 4.50083 0.57869 0.00 -0.01 0.01
C -0.25471 4.59140 1.93828 0.01 -0.06 -0.01
C 0.19629 3.46901 2.59319 -0.02 0.02 -0.03
C 0.31926 2.27030 1.88972 -0.02 -0.02 0.04
N 0.01090 2.16790 0.60697 0.04 0.06 -0.08
C -0.44698 3.25441 -0.03998 -0.03 -0.02 -0.03
C -0.82517 3.04496 -1.43888 0.02 -0.09 0.07
O -0.73681 1.90714 -1.95121 0.06 0.16 -0.01
H -1.79634 6.26368 -2.11778 -0.01 0.01 -0.01
H -0.35437 5.53329 2.45936 0.00 0.01 0.01
H 0.45568 3.50306 3.64130 0.00 0.00 0.01
H 0.66819 1.36567 2.37239 0.02 0.00 0.01
F 6.79458 2.74236 -0.16177 0.10 0.05 -0.01
C 5.66076 2.11811 -0.03528 -0.11 -0.05 0.00
C 4.61048 2.41931 -0.92548 -0.11 -0.07 0.02
F 4.81236 3.32672 -1.85771 -0.02 0.04 -0.06
C 3.41505 1.77191 -0.80459 0.12 0.05 0.03
F 2.41641 2.04438 -1.63125 -0.03 0.03 -0.05
C 3.19789 0.77890 0.21444 -0.09 -0.19 0.01
O 2.12174 0.14260 0.35067 0.33 0.20 -0.07
C 4.30599 0.51304 1.10420 -0.01 0.07 -0.09
F 4.11842 -0.38496 2.04200 0.04 -0.06 0.09
C 5.50343 1.16369 0.98069 -0.16 -0.03 -0.04
F 6.50892 0.91969 1.78984 0.09 -0.04 0.09
C 1.11856 -5.69404 1.25884 -0.01 -0.01 0.03
O 0.26374 -4.59857 1.59868 0.00 0.03 -0.02
C -0.81684 -4.37390 0.81164 -0.09 0.07 0.03
C -1.09658 -5.03240 -0.37802 -0.04 0.06 0.07
C -2.26272 -4.72534 -1.06757 -0.01 0.00 0.00
C -3.15269 -3.77595 -0.58591 0.02 0.02 0.01
C -2.87826 -3.11221 0.59948 0.09 -0.05 -0.03
C -1.71141 -3.40194 1.28621 0.08 -0.03 -0.03
N -1.41838 -2.88502 2.57884 -0.06 0.01 0.03
C -1.81021 -1.81078 3.20884 0.08 -0.02 -0.07
C -2.42194 -0.61688 2.72815 0.00 -0.04 0.08
C -3.23026 0.09141 3.65012 -0.04 0.06 -0.04
C -3.90637 1.22247 3.27637 0.06 -0.06 -0.03
C -3.76889 1.68476 1.95710 -0.05 0.03 0.07
C -2.93521 1.06198 1.06125 0.07 -0.06 -0.04
C -2.19619 -0.08053 1.43011 -0.01 -0.07 0.06
O -1.32766 -0.64500 0.64260 0.00 -0.06 -0.11
H 1.87799 -5.72922 2.03323 -0.01 -0.01 -0.01
H 1.59093 -5.52804 0.28951 0.00 -0.01 0.00
H 0.55844 -6.62982 1.24628 0.01 0.01 -0.01
H -0.42917 -5.78927 -0.75855 0.03 -0.03 -0.02
H -2.48102 -5.25071 -1.98682 -0.01 -0.01 -0.02
H -4.06809 -3.56420 -1.11911 -0.01 0.00 -0.01
H -3.58203 -2.39770 0.99912 -0.03 0.06 0.04
H -0.88509 -3.55002 3.13155 -0.02 0.02 0.01
H -1.63918 -1.86677 4.28009 -0.01 0.02 0.01
H -3.34128 -0.30136 4.65329 -0.01 0.00 0.03
H -4.54941 1.73790 3.97353 -0.02 0.01 0.02
H -4.33102 2.55410 1.63995 -0.01 0.01 0.00
H -2.84464 1.41653 0.04216 0.03 0.03 -0.03
```
Positions in Å, forces in eV/Å.

**Molar mass**: 996.6 g/mol
**Net charge**: +2
**Multiplicity**: 6
**Frontier orbital gap (alpha / beta)**: 6.940 / 5.173 eV


Entry 2:
Entry from the OMol25 dataset: C2H6N2S2 as an isolated structure in a non-equilibrium geometry (ωB97M-V/def2-TZVPD).

Structure (XYZ):
```
12
Properties=species:S:1:pos:R:3:forces:R:3
C 0.06917 1.50346 1.96486 -0.06 1.00 -2.51
C 0.07280 0.03647 -0.66506 2.29 -0.66 -2.08
H 0.94453 1.02757 2.74015 -2.97 1.42 -2.16
H -1.08210 2.14571 2.46563 4.35 -2.01 -1.48
H 0.62585 2.04925 0.85351 -1.51 -0.85 4.03
H 1.37758 0.85269 -1.91890 -1.69 0.49 1.96
H 0.77886 -1.75324 -2.14911 -2.21 2.14 2.70
H -1.30098 -3.47670 -0.40116 -0.19 2.66 -1.84
N 0.73048 1.07369 -1.05842 1.11 -2.23 -1.89
N 0.11032 -1.38009 -1.30913 -1.11 -0.30 -0.44
S -0.79313 0.19175 0.83617 -0.93 -0.78 1.96
S -1.53339 -2.27056 -1.35854 2.91 -0.88 1.76
```
Positions in Å, forces in eV/Å.

**Molar mass**: 122.2 g/mol
**Net charge**: 0
**Frontier orbital gap**: 9.245 eV


Entry 3:
Entry from the OMol25 dataset: C36H35CaClI2N11O3P as an isolated structure in a non-equilibrium geometry (ωB97M-V/def2-TZVPD).

Structure (XYZ):
```
90
Properties=species:S:1:pos:R:3:forces:R:3
Ca 0.58049 -0.40196 0.35598 -1.33 1.03 -1.08
I -3.41192 -4.30103 6.09170 -0.06 -0.04 0.07
C -2.16537 -3.55040 4.60000 0.12 -0.12 -0.04
C -1.23058 -4.37729 3.99457 0.00 0.21 -0.12
C -0.42057 -3.85540 2.99605 -0.09 0.09 0.03
I 1.00443 -5.10896 2.12629 0.03 0.06 -0.08
C -0.48604 -2.50647 2.55373 0.24 0.07 -0.32
O 0.27673 -2.03566 1.61321 -0.55 -1.39 1.51
C -1.44709 -1.69690 3.23004 -0.05 0.13 0.00
C -1.53393 -0.21655 2.93022 0.04 -0.19 -0.37
N -1.69097 0.06855 1.48870 -0.01 0.37 0.21
C -3.05654 -0.10753 1.01991 0.33 -0.34 -0.11
C -3.15269 -0.66270 -0.38729 0.29 0.02 -0.02
C -4.33934 -0.52551 -1.10338 -0.10 -0.01 -0.03
C -4.44127 -1.11085 -2.35137 -0.02 -0.01 -0.05
C -3.34778 -1.80038 -2.85959 -0.07 0.03 0.02
C -2.20098 -1.86064 -2.08943 0.07 0.05 0.22
N -2.09348 -1.30870 -0.87408 -0.16 -0.02 -0.22
C -2.26329 -2.22271 4.21887 0.00 0.07 -0.10
H -1.13177 -5.41296 4.29145 0.00 0.03 -0.02
H -0.62385 0.27621 3.26017 0.13 0.03 -0.03
H -2.35904 0.21009 3.50828 -0.12 0.05 0.08
H -1.35785 1.00556 1.27208 -0.31 0.03 0.21
H -3.65561 0.80248 1.09860 -0.07 0.15 0.00
H -3.52389 -0.84539 1.67420 -0.08 -0.08 0.07
H -5.17016 0.02383 -0.67172 0.06 -0.04 -0.04
H -5.35821 -1.02923 -2.92340 0.03 0.00 0.01
H -3.37740 -2.27157 -3.83468 -0.01 0.02 0.06
H -1.31412 -2.36934 -2.46087 -0.17 0.10 0.07
H -2.98616 -1.57378 4.70262 0.03 -0.02 -0.01
C 3.33252 -2.60931 -4.06361 -0.22 -0.02 0.22
N 2.31862 -2.49056 -3.01677 0.26 -0.11 -0.24
C 1.86788 -3.52105 -2.22634 0.05 0.11 -0.07
C 0.95577 -2.97552 -1.37130 -0.01 0.29 -0.05
N 0.84578 -1.62698 -1.62742 0.27 -0.83 -0.66
C 1.67225 -1.36073 -2.61974 -0.18 -0.09 0.13
P 1.89583 0.25734 -3.42336 0.10 -0.03 0.03
C 0.16256 0.79982 -3.58496 -0.18 0.14 -0.04
N -0.73573 0.95883 -2.63122 -0.13 0.07 -0.27
C -1.87913 1.38606 -3.25822 0.16 -0.03 0.18
C -1.66752 1.49608 -4.60572 0.15 -0.06 0.05
N -0.36431 1.12597 -4.81319 0.11 -0.12 -0.18
C 0.29725 1.06418 -6.11759 -0.17 0.05 0.28
C 2.45744 1.29577 -2.03597 -0.16 0.16 0.18
N 1.81190 1.55735 -0.91176 0.37 0.34 -0.22
C 2.58637 2.46977 -0.23590 -0.22 -0.29 -0.05
C 3.71807 2.73970 -0.94940 -0.01 -0.06 -0.17
N 3.62826 1.99700 -2.09928 0.23 -0.05 -0.16
C 4.63825 1.93813 -3.15498 -0.19 0.05 0.25
H 3.70615 -3.62825 -4.06056 0.00 -0.05 0.01
H 4.16409 -1.93610 -3.87551 0.03 0.06 0.06
H 2.91363 -2.39085 -5.04210 -0.06 0.03 -0.05
H 2.23879 -4.52898 -2.33564 -0.03 0.13 0.00
H 0.39187 -3.44479 -0.57499 0.14 0.09 -0.09
H -2.79083 1.58405 -2.70819 0.17 -0.04 -0.06
H -2.31263 1.79309 -5.41992 0.09 -0.04 0.11
H -0.42626 1.34144 -6.87871 -0.03 0.02 0.00
H 0.65481 0.06003 -6.32859 0.00 -0.07 0.04
H 1.13729 1.75273 -6.16435 0.03 0.04 0.05
H 2.28395 2.86659 0.72196 0.01 -0.10 -0.12
H 4.56513 3.37896 -0.74874 -0.11 -0.09 -0.03
H 5.47618 2.56072 -2.85916 0.03 0.05 0.03
H 4.24296 2.30487 -4.09836 -0.07 0.03 -0.04
H 4.99609 0.92113 -3.29261 -0.01 -0.07 0.03
Cl 6.87083 -0.65609 4.47749 -0.09 -0.02 -0.11
C 5.59750 -0.70353 3.27784 0.23 -0.21 -0.12
C 5.75255 -1.51830 2.13120 0.08 0.01 0.09
C 4.78601 -1.57075 1.17106 -0.01 0.05 0.03
C 3.57488 -0.80721 1.27081 -0.21 0.11 -0.20
O 2.70916 -0.83563 0.34030 1.31 -0.24 0.43
C 3.43508 -0.01173 2.46168 -0.11 0.07 0.13
C 2.27229 0.76756 2.75990 -0.25 -0.18 -0.44
O 1.22754 0.87683 2.09420 0.75 0.43 0.82
C 4.46432 0.02075 3.43665 -0.20 0.15 0.01
H 6.65629 -2.10839 2.03052 -0.03 0.02 0.00
H 4.89671 -2.20192 0.29670 0.01 0.02 0.04
H 2.33448 1.32585 3.70375 0.00 0.10 0.15
H 4.33395 0.63578 4.32170 -0.01 -0.03 -0.05
N -2.51084 5.04117 2.74724 0.03 -0.16 -0.31
C -1.91728 4.63108 1.57234 -0.07 0.08 0.32
C -1.12734 3.46824 1.51890 0.14 -0.09 -0.04
N -0.57576 3.05252 0.39327 -0.22 -0.06 0.33
C -0.79435 3.77878 -0.70722 0.07 -0.04 0.01
C -1.57570 4.91405 -0.64747 -0.13 0.12 0.02
N -2.14342 5.34857 0.48293 0.07 0.00 -0.23
H -2.14904 4.70462 3.62004 0.05 -0.01 0.02
H -2.90104 5.96673 2.74512 0.02 0.05 -0.01
H -0.94669 2.87533 2.41700 0.01 0.08 -0.11
H -0.33574 3.43484 -1.62798 -0.06 -0.01 0.09
H -1.76590 5.50084 -1.54103 0.02 -0.01 0.07
```
Positions in Å, forces in eV/Å.

**Molar mass**: 1030.1 g/mol
**Net charge**: 0
**Frontier orbital gap**: 6.809 eV


Entry 4:
Entry from the OMol25 dataset: a 4-piece molecular cluster, C48H35NO10 overall in a non-equilibrium geometry (ωB97M-V/def2-TZVPD).

Structure (XYZ):
```
94
Properties=species:S:1:pos:R:3:forces:R:3
O -4.14541 0.16811 -2.89323 -0.02 -0.03 -0.01
C -3.08198 -0.41059 -3.00379 -0.30 0.21 0.02
C -2.85059 -1.71150 -2.32148 0.13 -0.05 -0.02
C -3.87127 -2.27621 -1.56783 -0.11 -0.13 0.10
C -3.68261 -3.50487 -0.95794 0.05 -0.01 -0.02
C -2.47211 -4.17623 -1.09951 -0.04 0.06 0.00
C -1.44565 -3.60938 -1.83620 -0.02 -0.15 0.11
C -1.62799 -2.37369 -2.44463 -0.12 0.07 0.00
C -0.51095 -1.76737 -3.21783 0.35 -0.14 -0.01
O 0.56961 -2.31789 -3.27832 -0.01 0.00 0.03
C -0.74841 -0.47657 -3.91631 -0.14 0.05 0.02
C 0.27221 0.08753 -4.67095 0.11 0.09 -0.12
C 0.05371 1.27297 -5.35209 -0.08 0.01 0.02
C -1.18636 1.90028 -5.28269 0.06 -0.05 0.02
C -2.20247 1.34918 -4.52048 0.01 0.16 -0.09
C -1.98737 0.16265 -3.83037 0.11 -0.08 -0.01
H -4.81378 -1.75641 -1.46189 0.05 0.10 -0.09
H -4.48101 -3.94557 -0.37407 0.01 0.01 -0.01
H -2.33043 -5.14227 -0.63198 0.00 0.02 0.00
H -0.50275 -4.12931 -1.94191 0.04 0.12 -0.07
H 1.23516 -0.40174 -4.72877 -0.06 -0.09 0.09
H 0.84902 1.70933 -5.94262 -0.01 -0.01 0.01
H -1.35770 2.82226 -5.82349 0.00 -0.01 0.01
H -3.16485 1.84019 -4.46488 -0.02 -0.10 0.09
O 1.44366 0.46584 4.48111 0.02 0.04 -0.04
C 1.52427 0.57608 3.27525 -0.05 -0.10 0.39
C 1.64622 -0.62363 2.40587 0.01 0.04 -0.15
C 1.64593 -1.88717 2.98330 0.00 -0.18 0.04
C 1.72111 -3.01367 2.18079 0.00 0.04 -0.07
C 1.79572 -2.88289 0.79723 -0.01 0.01 0.10
C 1.81389 -1.62526 0.21852 0.01 -0.16 -0.18
C 1.74488 -0.49216 1.01865 -0.04 0.01 0.17
C 1.78285 0.85172 0.38371 0.02 -0.02 -0.40
O 1.92329 0.96848 -0.81762 0.00 0.02 0.05
C 1.64109 2.05243 1.25115 -0.11 -0.04 0.12
C 1.64134 3.31554 0.67264 0.01 0.19 -0.03
C 1.47959 4.43977 1.46566 0.02 -0.03 0.06
C 1.31541 4.30623 2.84104 0.04 -0.02 -0.08
C 1.32794 3.04985 3.42394 -0.08 0.16 0.08
C 1.49675 1.91980 2.63360 -0.36 0.02 -0.19
H 1.58290 -1.98965 4.05846 -0.01 0.14 -0.01
H 1.71646 -3.99769 2.63213 0.00 0.02 0.00
H 1.84202 -3.76451 0.17048 0.02 0.02 0.00
H 1.87737 -1.52683 -0.85799 0.01 0.11 0.03
H 1.76402 3.41949 -0.39734 -0.01 -0.14 0.00
H 1.47648 5.42294 1.01274 0.00 -0.02 0.01
H 1.17944 5.18526 3.45797 0.01 -0.02 -0.01
H 1.20356 2.94741 4.49395 0.03 -0.14 -0.03
O 8.55891 -1.36189 1.60224 -0.01 0.02 0.05
C 8.15187 -0.93046 2.66164 0.12 -0.14 -0.34
C 8.87008 -1.22998 3.93042 -0.06 0.06 0.13
C 10.03011 -1.99419 3.89343 0.16 -0.09 0.03
C 10.72828 -2.24799 5.06181 -0.04 0.03 0.04
C 10.27170 -1.73831 6.27352 -0.01 -0.02 -0.07
C 9.10743 -0.99033 6.31804 0.12 -0.06 0.14
C 8.39928 -0.73810 5.14949 0.05 -0.04 -0.14
C 7.13984 0.05228 5.21473 -0.15 0.13 0.34
O 6.70287 0.43395 6.28100 0.03 -0.01 -0.04
C 6.43303 0.36912 3.94443 0.06 -0.07 -0.12
C 5.27481 1.13586 3.98150 -0.14 0.10 -0.03
C 4.62530 1.46415 2.80315 0.11 0.06 -0.03
C 5.13034 1.02823 1.58143 -0.04 0.00 0.08
C 6.27663 0.25254 1.54016 -0.11 0.04 -0.15
C 6.92958 -0.08442 2.71982 -0.05 0.07 0.14
H 10.38839 -2.38629 2.95099 -0.11 0.08 -0.05
H 11.63408 -2.84003 5.03043 -0.01 0.01 0.00
H 10.82562 -1.92780 7.18411 -0.01 0.00 -0.01
H 8.75003 -0.59870 7.26105 -0.11 0.04 -0.08
H 4.88280 1.47842 4.93028 0.10 -0.07 0.04
H 3.72165 2.06398 2.83198 0.42 -0.04 0.03
H 4.62561 1.29366 0.65973 0.02 0.00 0.00
H 6.66617 -0.08843 0.59011 0.09 -0.07 0.09
C -7.80117 -1.42608 -0.98116 0.74 -0.44 0.56
C -8.60708 -0.52152 -0.43178 -0.45 0.46 -0.29
O -8.10829 0.71791 0.00872 0.84 -0.86 0.27
C -8.75123 1.68959 -0.75442 2.16 -0.66 -0.25
O -9.86310 1.90463 -0.57534 -4.42 1.14 0.97
O -8.04911 2.36896 -1.65731 0.90 -0.68 -0.16
C -7.19497 1.59054 -2.50891 0.90 -0.16 -0.31
C -7.89955 1.03866 -3.75974 -0.35 0.68 -0.49
O -9.24757 0.63643 -3.52689 -0.08 -0.14 0.29
C -7.95871 2.13077 -4.83870 0.19 -0.71 0.40
N -8.27490 1.53114 -6.13310 0.02 0.39 -0.02
H -7.99680 -1.89133 -1.93917 -0.83 -1.27 0.80
H -6.91846 -1.69712 -0.40456 0.97 1.00 -1.07
H -9.66732 -0.69165 -0.26952 -0.34 0.88 -1.07
H -6.65625 0.80762 -1.97876 -0.33 0.02 0.31
H -6.41705 2.26976 -2.86084 -0.09 0.07 0.15
H -7.34414 0.18560 -4.16588 0.26 0.21 0.14
H -9.31437 -0.32203 -3.54300 0.06 0.06 0.07
H -6.95636 2.56534 -4.88422 -0.15 0.13 -0.21
H -8.67616 2.89189 -4.50111 0.12 -0.01 -0.01
H -8.33597 2.28544 -6.80911 -0.06 -0.23 -0.15
H -9.18804 1.08989 -6.10270 0.00 0.10 0.09
```
Positions in Å, forces in eV/Å.

**Molar mass**: 785.8 g/mol
**Net charge**: 0
**SMILES**: O=C1c2ccccc2C(=O)c2ccccc21.O=C1c2ccccc2C(=O)c2ccccc21.O=C1c2ccccc2C(=O)c2ccccc21.C=COC(=O)OC[C@@H](O)CN
**Frontier orbital gap**: 7.863 eV


Entry 5:
Entry from the OMol25 dataset: a 2-piece molecular cluster, C4H9NO overall in a non-equilibrium geometry (ωB97M-V/def2-TZVPD).

Structure (XYZ):
```
15
Properties=species:S:1:pos:R:3:forces:R:3
N -0.92132 1.77908 -1.64325 -1.74 2.68 -1.14
C -0.72334 0.85914 -0.57978 0.52 0.88 0.07
C 0.63737 0.73513 -0.31394 4.57 -2.04 1.21
C 1.40583 -0.42989 -0.79274 -1.92 1.08 -0.35
C 2.26966 -1.07560 0.04380 0.13 -1.54 0.84
H -0.45186 1.41954 -2.43475 0.19 -1.31 -1.43
H -0.25180 2.61323 -1.61843 -1.13 -1.21 1.24
H -1.49887 0.51770 0.11319 -0.32 0.64 -0.48
H 1.23941 1.28536 0.50103 -1.32 -0.97 -0.42
H 1.12273 -0.88136 -1.80296 0.40 0.58 1.01
H 1.91749 -1.02101 1.07806 0.73 0.37 0.00
H 2.69316 -2.09022 -0.12751 -0.11 0.87 -0.54
H -3.15362 -1.56935 2.16984 1.63 0.61 0.59
H -2.09303 -0.70236 3.01089 -0.37 -0.07 -0.26
O -2.19182 -1.43940 2.39656 -1.26 -0.56 -0.33
```
Positions in Å, forces in eV/Å.

**Molar mass**: 87.1 g/mol
**Net charge**: -1
**Multiplicity**: 2
**Frontier orbital gap (alpha / beta)**: 4.319 / 4.243 eV